[1]
Density functional theory data (ωB97M-V/def2-TZVPD) for C30H77BF4N21O17PS2 as an isolated structure at a distorted geometry.

Geometry as XYZ:
```
153
Properties=species:S:1:pos:R:3:forces:R:3
C -3.306479 -3.111577 8.835833 0.33 -0.92 0.06
C -3.198983 -3.937842 7.532844 -0.30 1.57 -0.04
C -2.521636 -3.058125 6.450059 0.35 -1.21 0.59
C -0.977897 -3.057976 6.587486 -0.43 0.45 -1.04
C -0.286749 -3.021729 5.192739 0.28 0.51 0.57
C 0.615828 -1.782720 5.047559 0.21 -0.46 -0.58
C 1.057031 -1.551143 3.583565 -0.16 0.37 0.83
C 1.278794 -0.062457 3.208137 -0.02 -0.87 -0.74
C 2.642675 0.134666 2.530948 0.59 0.37 0.42
C 3.145192 1.582795 2.569054 -0.88 0.13 0.39
C 2.185559 2.591940 1.888298 0.81 0.34 0.29
C 2.601574 2.974036 0.439378 -0.76 0.34 1.08
C 1.597714 2.673166 -0.691704 2.16 -1.18 -0.50
S 0.593622 1.170148 -0.515062 -0.95 0.31 0.30
C 2.443469 2.522346 -1.995736 -0.03 -0.47 0.31
C 3.415373 1.297719 -1.934260 1.74 0.49 2.76
O 2.998676 0.212041 -2.369430 4.23 -0.08 16.04
O 4.549915 1.550348 -1.480659 0.41 0.69 -0.23
O 1.585899 2.266814 -3.101106 -0.48 1.28 0.61
C 0.601409 3.217281 -3.405201 -0.09 0.00 -0.51
B -0.473673 2.351484 -4.325610 -0.30 -0.86 -0.06
O -0.746000 1.098910 -3.920974 0.10 0.97 0.47
O -1.001801 2.844775 -5.506216 -0.25 0.11 0.49
C 1.265098 4.290977 -4.279805 0.30 -0.06 0.35
F 2.090053 5.091858 -3.512905 0.09 0.01 0.10
F 0.339199 5.149630 -4.779789 -0.13 -0.10 -0.07
C 2.140447 3.745027 -5.420828 -0.03 0.55 -0.69
F 2.426160 4.819266 -6.222493 -0.10 -0.01 -0.05
F 3.322292 3.312915 -4.957009 0.05 -0.19 0.25
C -0.035736 3.991024 -2.187935 -0.27 0.66 -0.87
P -1.881846 3.791478 -2.024948 -0.94 -1.43 1.11
S -2.583733 2.136330 -1.363885 -0.11 0.04 -0.13
N 0.788060 3.937853 -0.923358 -0.38 -0.23 0.20
C 0.126275 4.504415 0.285632 0.00 1.09 0.54
O -0.653352 3.551770 0.936461 0.00 -0.25 -0.36
O -1.204030 4.226797 2.052571 -0.15 0.40 0.04
H -4.143857 -3.459270 9.446349 0.06 0.13 0.10
H -3.413090 -2.049197 8.623950 -0.15 -0.01 0.00
H -2.387189 -3.234870 9.414627 -0.08 0.18 0.12
H -4.199861 -4.170172 7.174582 0.01 -0.15 0.05
H -2.644816 -4.865320 7.694507 -0.02 -0.01 -0.04
H -2.907796 -2.042738 6.551551 -0.05 0.00 -0.19
H -2.829638 -3.446295 5.480058 0.12 0.11 -0.08
H -0.691040 -2.137691 7.098799 0.13 -0.24 0.37
H -0.651686 -3.922585 7.167759 0.04 0.06 0.05
H 0.326369 -3.913430 5.038579 -0.11 -0.03 -0.13
H -1.030689 -2.984248 4.394666 -0.07 -0.12 0.04
H 1.516161 -1.969583 5.642702 -0.10 0.35 0.23
H 0.105000 -0.902376 5.447730 -0.04 -0.03 0.02
H 1.973358 -2.112034 3.415244 -0.04 -0.05 -0.15
H 0.316913 -1.994551 2.925745 -0.01 0.00 -0.06
H 1.156888 0.579441 4.084885 0.18 0.07 -0.02
H 0.487740 0.186294 2.492536 -0.03 0.36 0.17
H 3.363615 -0.465604 3.096405 0.05 -0.03 -0.14
H 2.675518 -0.246218 1.506301 -0.21 -0.16 0.05
H 4.168381 1.694024 2.203425 -0.07 -0.09 -0.21
H 3.170729 1.862820 3.629695 0.12 -0.04 -0.03
H 1.161690 2.235920 1.984537 0.00 -0.07 -0.27
H 2.262212 3.503907 2.494054 -0.12 0.07 -0.17
H 2.770188 4.061011 0.460979 0.23 -0.08 -0.21
H 3.579887 2.539196 0.235760 -0.21 -0.20 -0.46
H 1.592741 0.309302 -0.242290 0.33 0.53 -0.24
H 3.101309 3.391830 -2.121255 -0.22 0.11 -0.16
H -1.693887 0.890208 -4.014273 -0.10 -0.42 -0.62
H -1.560258 3.620055 -5.397138 0.27 0.22 -0.35
H 1.659151 2.995999 -6.049368 -0.04 -0.18 0.27
H 0.042714 5.041846 -2.497881 -0.15 0.00 0.25
H -2.379261 4.116895 -3.307846 0.61 0.42 0.00
H -2.312156 4.870596 -1.221231 0.43 0.32 -0.38
H 1.534859 4.622748 -1.085150 0.11 -0.13 -0.10
H -0.442467 5.385643 -0.038606 -0.23 -0.24 -0.07
H 0.886160 4.900419 0.969721 0.28 -0.32 -0.22
H -0.503117 4.181886 2.726239 0.06 -0.28 -0.07
C 1.540420 -3.080049 0.214265 0.07 0.33 0.07
O 1.450801 -3.350127 1.402271 0.15 -0.67 -0.22
N 2.222104 -3.850253 -0.687377 -0.05 -0.11 0.05
N 0.979452 -1.949006 -0.287944 -0.03 0.11 0.03
H 2.303975 -3.613199 -1.658519 -0.05 0.14 -0.02
H 2.659399 -4.682911 -0.342967 0.01 0.02 0.04
H 0.469549 -1.379449 0.360454 -0.12 -0.19 0.13
H 1.059395 -1.645892 -1.241731 -0.04 0.02 -0.65
C 5.999900 6.801458 -4.868153 -0.01 -0.07 -0.01
O 6.669281 7.799841 -5.071543 -0.01 0.00 0.04
N 6.447342 5.760187 -4.099835 -0.01 0.02 0.09
N 4.747665 6.633487 -5.387337 -0.02 0.07 0.05
H 5.914420 4.928574 -3.923328 0.00 -0.02 -0.03
H 7.364142 5.844917 -3.704518 0.02 -0.01 -0.04
H 4.383998 7.371310 -5.959727 0.02 0.00 -0.02
H 4.186860 5.818209 -5.230599 0.03 -0.02 -0.05
C -3.505578 -0.675040 -5.691998 0.19 -0.44 -0.17
O -3.545760 0.337610 -5.002448 0.21 0.28 0.22
N -4.463279 -0.982918 -6.606501 -0.22 0.09 -0.01
N -2.494890 -1.587292 -5.601921 0.06 0.13 0.15
H -4.432601 -1.816292 -7.169802 0.12 -0.01 -0.07
H -5.225777 -0.341485 -6.710514 0.02 0.03 0.05
H -1.761255 -1.412643 -4.938078 0.11 -0.02 0.05
H -2.459891 -2.414889 -6.168244 -0.10 0.05 -0.10
C -5.296761 -5.237734 4.398540 -0.04 -0.06 -0.34
O -5.062286 -4.262284 5.091010 -0.17 -0.11 -0.06
N -6.483506 -5.408772 3.749169 0.01 0.12 -0.03
N -4.385268 -6.246101 4.225106 0.07 -0.02 0.16
H -6.694434 -6.206041 3.180913 0.02 -0.02 0.02
H -7.178705 -4.691591 3.863049 -0.07 -0.09 0.16
H -3.501052 -6.149860 4.689742 0.01 0.03 -0.04
H -4.555722 -7.057484 3.663230 -0.01 0.02 -0.04
C -3.628202 -4.355036 -9.031740 0.00 -0.16 -0.07
O -3.673657 -3.335187 -8.360128 0.03 0.06 0.15
N -4.585933 -4.663030 -9.951207 -0.05 0.07 0.00
N -2.615632 -5.260910 -8.911641 0.03 0.07 0.04
H -4.569836 -5.492452 -10.512658 0.02 -0.01 0.01
H -5.342749 -4.014378 -10.060918 0.00 0.00 0.00
H -1.896879 -5.060906 -8.241729 0.00 -0.01 0.00
H -2.558653 -6.103173 -9.450830 -0.02 0.00 -0.01
C 1.804333 -0.982871 -4.089536 1.47 1.93 -1.07
O 0.909917 -1.210143 -3.283126 -0.76 -0.80 0.69
N 2.077082 -1.819667 -5.138882 -0.02 -0.86 -0.45
N 2.594787 0.111083 -3.986892 -3.60 -2.46 -14.39
H 2.812762 -1.652390 -5.805029 -0.02 0.08 0.08
H 1.510622 -2.640768 -5.231796 0.06 -0.09 0.04
H 2.441681 0.717902 -3.190702 -3.03 0.67 -3.03
H 3.341444 0.313614 -4.624296 0.10 -0.51 -0.61
C -8.398775 -5.134328 7.148741 0.10 0.00 0.02
O -8.810908 -4.806634 6.048393 -0.05 0.00 -0.02
N -7.140285 -5.617705 7.350818 -0.06 -0.14 -0.10
N -9.175794 -5.041066 8.273604 -0.09 0.01 0.01
H -6.785757 -5.891850 8.246448 -0.01 0.05 0.02
H -6.545672 -5.695367 6.545643 0.07 0.17 0.04
H -10.106559 -4.687993 8.158696 0.01 0.01 -0.02
H -8.861357 -5.302124 9.187865 0.04 0.00 -0.01
C 4.597286 -2.161527 -8.625428 -0.02 0.07 0.02
O 4.705962 -1.470103 -7.627711 -0.11 -0.04 0.03
N 3.568112 -2.008718 -9.514167 -0.05 0.01 0.01
N 5.495752 -3.141915 -8.935441 0.08 -0.08 0.01
H 3.461111 -2.564343 -10.340673 0.03 0.00 0.00
H 2.894301 -1.293279 -9.315425 0.00 0.01 0.01
H 6.261939 -3.276686 -8.302496 -0.01 0.02 0.01
H 5.427953 -3.720974 -9.749890 -0.01 0.02 -0.01
C -2.204915 0.692760 9.491728 -0.06 -0.01 -0.01
O -1.394380 0.011738 8.894809 0.06 0.00 -0.01
N -2.064759 1.011656 10.816587 0.04 0.01 0.04
N -3.326868 1.194183 8.888242 -0.01 0.02 -0.05
H -2.721823 1.569204 11.326766 -0.02 0.00 -0.02
H -1.254168 0.657206 11.287740 0.00 -0.02 -0.02
H -3.460209 0.975577 7.918451 0.01 -0.02 0.00
H -4.009412 1.754530 9.360602 0.00 -0.02 0.02
C 5.119848 5.882358 1.549407 0.16 -0.04 -0.05
O 3.959754 5.712470 1.896972 -0.21 0.02 -0.10
N 6.136597 5.106991 2.017576 -0.03 -0.01 0.10
N 5.483915 6.856867 0.664096 -0.08 0.00 0.02
H 7.093707 5.221937 1.744962 -0.01 0.00 -0.04
H 5.897926 4.378824 2.665131 -0.01 -0.02 -0.03
H 4.757602 7.444784 0.302211 0.01 0.02 0.00
H 6.427676 7.009460 0.364184 0.01 -0.03 -0.01
```
Positions in Å, forces in eV/Å.

Calculated values
Highest occupied orbital energy = -5.32 eV
Kohn-Sham gap = 5.1 eV
Spin multiplicity = 1
Max |F| = 16.59 eV/Å
E_LUMO = -0.20 eV
Energy above the lowest of the compared OMol25 structures with the same formula, charge and spin = 0.0 kcal per mole

Atom charges from the Löwdin analysis, given in e for atoms 1 to 99: -0.106, -0.258, -0.211, -0.186, -0.200, -0.205, -0.214, -0.192, -0.205, -0.190, -0.193, -0.131, -0.542, 0.941, -0.189, -0.589, 0.015, -0.013, -0.067, -0.226, -0.672, 0.175, 0.173, -0.383, 0.096, 0.124, -0.256, 0.072, 0.117, -0.277, 0.432, 0.291, -0.001, -0.180, -0.178, 0.030, 0.056, 0.049, 0.070, 0.061, 0.097, 0.103, 0.074, 0.088, 0.101, 0.110, 0.098, 0.113, 0.103, 0.092, 0.081, 0.108, 0.087, 0.114, 0.097, 0.110, 0.107, 0.069, 0.099, 0.097, 0.111, -0.075, 0.160, 0.081, 0.098, 0.180, 0.128, 0.011, -0.004, 0.179, 0.139, 0.145, 0.117, -0.659, 0.010, 0.161, 0.160, 0.092, 0.095, 0.065, 0.045, -0.689, 0.016, 0.152, 0.159, 0.090, 0.098, 0.104, 0.055, -0.662, 0.009, 0.161, 0.176, 0.050, 0.100, 0.095, 0.079, -0.682, 0.021



[2]
Density functional theory data (ωB97M-V/def2-TZVPD) for C5H13ClNO8P2Sc as an isolated structure at a distorted geometry.

Geometry as XYZ:
```
31
Properties=species:S:1:pos:R:3:forces:R:3
Sc 0.024734 0.174210 -0.096427 -1.54 0.15 -0.03
N -1.642076 -2.583300 2.736052 -0.02 -0.04 0.04
C -1.426496 -1.723961 1.737479 0.14 0.12 0.04
O -0.434154 -0.976614 1.762381 -0.10 -0.04 0.05
C -2.385447 -1.676197 0.586229 -0.02 0.10 -0.06
C -2.164631 -0.405018 -0.235711 0.21 -0.10 0.01
H -0.958731 -2.671647 3.468063 0.04 0.00 0.02
H -2.431293 -3.201322 2.720708 -0.04 -0.03 0.00
H -3.400253 -1.809416 0.974683 -0.08 -0.05 0.01
H -2.171485 -2.565267 -0.014362 0.02 -0.06 -0.04
H -2.760236 0.403372 0.193714 -0.05 0.18 0.09
H -2.557962 -0.555901 -1.238425 0.02 0.03 -0.19
C 3.824798 0.666156 -0.367445 0.13 -0.06 0.09
C 3.371624 -0.194629 0.802433 -0.06 0.07 -0.01
O 4.516399 -0.594145 1.554227 -0.05 0.04 -0.13
P 2.296060 0.745292 1.964483 0.14 0.13 -0.05
O 2.065188 -0.220745 3.172394 -0.01 0.04 0.13
O 3.198722 1.915287 2.521371 -0.20 -0.06 0.06
O 1.027120 1.282927 1.347104 0.68 -0.17 0.33
P 2.428501 -1.711545 0.313716 0.18 0.00 -0.03
O 3.510695 -2.445902 -0.595653 -0.14 -0.05 -0.11
O 2.157608 -2.431307 1.589855 -0.08 -0.09 0.03
O 1.224058 -1.324379 -0.559482 0.93 -0.48 0.35
H 4.400734 1.513171 0.006199 0.01 -0.01 0.00
H 2.983421 1.038025 -0.947149 -0.08 0.01 -0.03
H 4.464596 0.064958 -1.012656 -0.01 0.01 0.01
H 4.298787 -1.385178 2.067249 -0.06 0.03 0.01
H 1.848808 -1.127600 2.833145 0.01 -0.08 -0.01
H 2.685524 2.677924 2.824179 0.07 -0.03 -0.10
H 3.245103 -3.338948 -0.853061 0.07 0.06 0.01
Cl 0.514153 1.681133 -1.788553 -0.07 0.39 -0.49
```
Positions in Å, forces in eV/Å.

Calculated values
Highest occupied orbital energy = -8.58 eV
Kohn-Sham gap = 8.9 eV
Spin multiplicity = 1
Max |F| = 1.55 eV/Å
E_LUMO = 0.33 eV
Energy above the lowest of the compared OMol25 structures with the same formula, charge and spin = 0.0 kcal per mole

Electronic structure analysis, Löwdin charges in units of e: 0.680, 0.205, -0.492, -0.067, -0.215, -0.250, 0.125, 0.116, 0.111, 0.124, 0.038, 0.032, -0.049, -0.580, -0.031, 0.513, -0.098, -0.060, -0.338, 0.378, -0.089, -0.286, -0.345, 0.093, 0.025, 0.094, 0.095, 0.055, 0.110, 0.099, 0.006



[3]
Density functional theory data (ωB97M-V/def2-TZVPD) for a 2-piece molecular cluster, C5H14 overall at a distorted geometry.

Geometry as XYZ:
```
19
Properties=species:S:1:pos:R:3:forces:R:3
C -1.630553 1.214838 0.578560 -0.99 0.14 -0.23
C -1.432724 -0.227540 1.005774 -1.15 -0.23 0.62
C -0.670838 2.170963 1.297677 0.54 0.63 -1.72
H -1.641380 1.348681 -0.509674 0.99 -0.26 -0.02
H -2.690907 1.497105 0.693799 0.24 -0.12 0.86
H -1.737800 -0.319057 2.055932 0.29 0.09 0.04
H -0.417625 -0.594285 0.935867 0.14 0.03 -0.14
H -0.137697 2.702174 0.491300 0.12 -0.03 0.36
H -1.120457 2.976286 1.859456 -0.35 -0.13 0.48
H -2.124211 -0.913177 0.508506 0.27 0.02 -0.34
H 0.112776 1.674639 1.864309 -0.23 -0.17 0.26
C 1.496932 -0.707494 -1.332596 -0.83 0.18 -0.03
C 1.903094 -2.183725 -1.363172 0.48 0.12 -0.65
H 0.834246 -0.360985 -2.133187 0.02 -0.58 -0.20
H 0.881836 -0.591292 -0.436823 0.48 0.61 -0.07
H 2.310093 0.011972 -1.399761 0.24 -0.17 0.57
H 2.960802 -2.317250 -1.606882 -0.06 0.07 0.04
H 1.357976 -2.748188 -2.120849 -0.13 -0.03 0.18
H 1.746435 -2.633665 -0.388236 -0.07 -0.17 0.03
```
Positions in Å, forces in eV/Å.

Calculated values
Highest occupied orbital energy = -10.89 eV
Kohn-Sham gap = 12.0 eV
Spin multiplicity = 1
Max |F| = 1.91 eV/Å
E_LUMO = 1.16 eV
Energy above the lowest of the compared OMol25 structures with the same formula, charge and spin = 13.8 kcal per mole
SMILES string = CCC.CC

Electronic structure analysis, natural (NBO) charges in units of e: -0.410, -0.601, -0.623, 0.198, 0.201, 0.201, 0.197, 0.209, 0.213, 0.208, 0.208, -0.620, -0.615, 0.205, 0.204, 0.209, 0.205, 0.207, 0.204



[4]
Density functional theory data (ωB97M-V/def2-TZVPD) for one molecule with the formula C4H3ClFN at a distorted geometry.

Geometry as XYZ:
```
10
Properties=species:S:1:pos:R:3:forces:R:3
C -0.656695 -0.902875 -0.314072 0.91 2.45 -0.56
C 0.074739 -0.890853 0.818074 0.84 -0.41 2.75
C 0.550603 1.044024 -0.251063 -0.63 -0.71 -0.02
C -0.370192 0.337360 -1.012595 -0.20 -0.54 0.69
H 0.064534 -1.494210 1.757851 -0.08 0.20 -1.41
H 1.439655 0.564388 1.679347 -1.06 -0.55 -1.46
H 0.936280 2.037776 -0.415465 0.13 -0.17 0.08
N 0.832644 0.275101 0.877313 -0.06 0.63 -0.46
F -1.557383 -1.752381 -0.725621 -0.62 -0.97 -0.12
Cl -1.314185 0.781669 -2.413770 0.77 0.07 0.53
```
Positions in Å, forces in eV/Å.

Calculated values
Highest occupied orbital energy = -8.77 eV
Kohn-Sham gap = 9.5 eV
Spin multiplicity = 1
Max |F| = 2.90 eV/Å
E_LUMO = 0.77 eV
Energy above the lowest of the compared OMol25 structures with the same formula, charge and spin = 9.1 kcal per mole
SMILES string = Fc1c[nH]cc1Cl

Electronic structure analysis, natural (NBO) charges in units of e: 0.305, -0.145, -0.076, -0.176, 0.222, 0.429, 0.225, -0.514, -0.289, 0.018